Entry 1:
The following is a DFT calculation (the ωB97M-V functional and the def2-TZVPD basis) of a structure of composition C33H18InN8OS3.

HOMO (alpha / beta), eV: -4.1 / -4.1
E_LUMO (alpha / beta), Eh: 0.0413 / 0.0385
Orbital gap (alpha / beta), eV: 5.192 / 5.102
E_tot, eV: -86164.17058

The geometry in ORCA input format:
```
! wB97M-V def2-TZVPD RIJCOSX def2/J DEFGRID3
* xyz -1 1
In 0.79 -0.05 -0.47
C 3.52 -4.36 3.36
C 3.35 -3.41 4.39
C 2.56 -2.29 4.22
C 1.91 -2.13 3.00
C 1.11 -1.06 2.45
N 0.71 -1.47 1.17
C 1.33 -2.60 0.86
N 1.34 -3.05 -0.48
C 0.16 -2.72 -1.17
C -1.17 -3.03 -1.13
C -1.95 -3.85 -0.26
C -3.30 -3.85 -0.41
C -3.95 -3.04 -1.41
C -3.24 -2.25 -2.26
C -1.82 -2.24 -2.16
C -0.87 -1.46 -2.78
N -1.03 -0.35 -3.62
C -0.73 0.80 -3.15
N -0.26 1.13 -1.88
C -0.36 2.49 -1.66
N -0.20 3.18 -0.58
C 0.09 2.68 0.66
N 0.36 1.41 0.97
C 0.62 1.26 2.34
N 0.99 0.15 2.96
C 0.48 2.57 2.92
C 0.62 3.05 4.23
C 0.43 4.39 4.45
C 0.10 5.28 3.40
C -0.05 4.82 2.12
C 0.15 3.46 1.87
C -0.79 3.11 -2.94
C -0.99 4.43 -3.29
C -1.39 4.70 -4.59
C -1.60 3.67 -5.51
C -1.41 2.34 -5.15
C -1.00 2.08 -3.85
N 0.35 -1.78 -2.18
C 2.08 -3.08 1.98
C 2.90 -4.20 2.14
H 4.17 -5.21 3.53
H 3.86 -3.56 5.33
H 2.45 -1.55 5.01
H -1.47 -4.45 0.51
H -3.91 -4.46 0.24
H -5.03 -3.06 -1.48
H -3.74 -1.64 -3.00
H 0.88 2.37 5.03
H 0.54 4.78 5.46
H -0.05 6.33 3.62
H -0.31 5.49 1.30
H -0.82 5.21 -2.57
H -1.55 5.72 -4.91
H -1.92 3.91 -6.52
H -1.58 1.52 -5.84
H 3.06 -4.89 1.32
S 3.96 -3.60 -1.43
C 2.60 -2.51 -1.30
S 3.10 -0.81 -0.71
S 1.87 -2.27 -2.97
O -1.83 -0.32 0.19
H -1.73 -0.86 0.99
H -2.41 -0.84 -0.38
*
```

---

Entry 2:
The following is a DFT calculation (the ωB97M-V functional and the def2-TZVPD basis) of a structure of composition C33H20BCo2F3O8S.

HOMO, eV: -7.0
E_LUMO, Eh: -0.1301
Orbital gap, eV: 3.453
E_tot, eV: -145839.61644

The geometry in ORCA input format:
```
! wB97M-V def2-TZVPD RIJCOSX def2/J DEFGRID3
* xyz 0 1
O 2.94 2.48 -0.80
C 2.18 2.02 -0.04
Co 0.68 2.06 1.01
C 0.55 3.82 1.31
O 0.53 4.96 1.51
C -0.37 1.85 -0.40
O -1.05 1.73 -1.33
C 1.03 0.93 2.36
C -0.30 1.22 2.30
C -1.56 1.09 2.80
C -2.58 0.74 1.84
C -3.83 1.41 1.82
C -4.78 1.08 0.87
C -4.54 0.03 -0.03
C -3.32 -0.64 -0.03
C -2.33 -0.25 0.87
Co 2.11 -0.03 0.96
C 3.79 -0.26 0.50
O 4.89 -0.40 0.15
C 1.12 -0.75 -0.30
O 0.53 -1.30 -1.13
C 2.12 -1.41 2.02
O 2.10 -2.31 2.75
H 1.61 1.03 3.28
H -1.85 1.53 3.75
H -4.00 2.22 2.54
H -5.72 1.63 0.83
H -5.30 -0.25 -0.76
H -3.12 -1.46 -0.72
H -1.35 -0.74 0.84
C -4.10 -0.04 9.73
C -3.46 0.08 8.40
C -3.31 1.20 7.62
C -2.63 0.96 6.36
C -2.32 -0.37 6.20
B -1.46 -1.24 5.08
C -2.55 -1.82 4.01
C -2.26 -2.89 3.17
C -3.25 -3.42 2.34
C -4.52 -2.84 2.33
C -5.58 -3.36 1.39
F -6.55 -2.42 1.16
F -5.04 -3.67 0.17
F -6.20 -4.48 1.86
C -4.82 -1.78 3.16
C -3.83 -1.28 4.00
O -0.48 -0.17 4.77
C 0.67 -0.54 5.34
C 0.59 -1.87 5.83
C 1.72 -2.46 6.41
C 2.87 -1.68 6.54
C 2.90 -0.34 6.15
C 1.78 0.26 5.57
O -0.66 -2.36 5.70
S -2.78 -1.30 7.59
H -4.53 0.92 10.01
H -4.90 -0.80 9.71
H -3.37 -0.33 10.50
H -3.65 2.18 7.95
H -2.44 1.75 5.65
H -1.26 -3.33 3.15
H -3.03 -4.26 1.69
H -5.81 -1.32 3.15
H -4.08 -0.43 4.63
H 1.66 -3.50 6.72
H 3.77 -2.13 6.95
H 3.80 0.26 6.28
H 1.74 1.31 5.28
*
```

---

Entry 3:
The following is a DFT calculation (the ωB97M-V functional and the def2-TZVPD basis) of a structure of composition C33H20Br2Cl5N2O2S3Y.

HOMO, eV: -1.8
E_LUMO, Eh: 0.1381
Orbital gap, eV: 5.568
E_tot, eV: -277871.21731

The geometry in ORCA input format:
```
! wB97M-V def2-TZVPD RIJCOSX def2/J DEFGRID3
* xyz -2 1
Y -0.51 0.01 -2.11
O 4.08 0.39 -1.63
C 4.34 -0.16 -0.44
C 5.66 -0.40 -0.07
C 5.95 -0.97 1.17
C 4.93 -1.32 2.04
C 3.61 -1.08 1.66
C 3.30 -0.49 0.45
C 1.86 -0.18 0.08
O 1.61 -0.17 -1.25
N 1.58 1.18 0.61
N 0.49 1.78 0.14
C 0.09 2.86 0.70
C -1.03 3.63 0.16
Br -1.51 3.23 -1.61
C -1.66 4.61 0.83
C -1.46 4.95 2.24
C -1.43 6.29 2.62
C -1.26 6.66 3.95
C -1.13 5.68 4.93
C -1.20 4.34 4.57
C -1.37 3.98 3.24
H 3.08 0.36 -1.74
H 6.44 -0.14 -0.76
H 6.98 -1.15 1.44
H 5.15 -1.78 2.99
H 2.79 -1.36 2.32
H 1.21 -0.90 0.61
H 1.87 1.42 1.55
H 0.61 3.28 1.56
H -2.38 5.21 0.28
H -1.52 7.06 1.86
H -1.22 7.71 4.22
H -1.00 5.96 5.96
H -1.13 3.57 5.33
H -1.46 2.94 2.98
S -0.69 2.96 -6.13
C -0.63 1.91 -4.84
S 0.84 1.55 -3.97
S -2.04 1.12 -4.18
Br 0.79 -1.99 -4.08
C 0.85 -3.55 -3.01
C 1.45 -4.66 -3.53
C 1.55 -5.83 -2.74
C 1.06 -5.83 -1.47
C 0.44 -4.68 -0.92
C -0.05 -4.69 0.41
C -0.65 -3.57 0.91
C -0.80 -2.42 0.10
C -0.35 -2.31 -1.20
C 0.30 -3.49 -1.70
H 1.86 -4.64 -4.53
H 2.03 -6.71 -3.15
H 1.14 -6.71 -0.84
H 0.06 -5.59 1.00
H -1.02 -3.57 1.93
H -1.31 -1.58 0.57
Cl -2.81 1.01 0.92
C -3.60 -0.12 -0.18
C -2.90 -0.54 -1.29
C -3.56 -1.51 -2.04
Cl -2.76 -2.21 -3.43
C -4.83 -2.00 -1.74
Cl -5.60 -3.21 -2.71
C -5.50 -1.51 -0.62
Cl -7.08 -2.09 -0.22
C -4.87 -0.56 0.19
Cl -5.68 0.03 1.60
*
```

---

Entry 4:
The following is a DFT calculation (the ωB97M-V functional and the def2-TZVPD basis) of a structure of composition C33H20ClF11MnNP.

HOMO (alpha / beta), eV: -11.8 / -11.9
E_LUMO (alpha / beta), Eh: -0.1305 / -0.1348
Orbital gap (alpha / beta), eV: 8.266 / 8.187
E_tot, eV: -119055.48627

The geometry in ORCA input format:
```
! wB97M-V def2-TZVPD RIJCOSX def2/J DEFGRID3
* xyz 1 5
Mn -0.31 -1.61 0.96
F 4.73 -3.18 -0.07
C 3.42 -3.44 -0.11
C 2.53 -2.48 0.34
C 1.17 -2.75 0.28
C 0.70 -3.98 -0.19
C 1.65 -4.91 -0.62
F 1.26 -6.10 -1.11
C 3.00 -4.67 -0.59
C -0.77 -4.18 -0.28
C -1.42 -5.38 -0.56
C -2.79 -5.39 -0.71
C -3.52 -4.22 -0.59
C -2.83 -3.07 -0.27
N -1.50 -3.05 -0.11
H 2.92 -1.54 0.71
H 3.71 -5.41 -0.94
H -0.85 -6.29 -0.65
H -3.30 -6.32 -0.93
H -4.59 -4.18 -0.74
H -3.35 -2.13 -0.14
Cl -1.47 -1.37 2.85
C 0.18 -2.08 2.83
H 0.16 -3.11 3.15
H 0.86 -1.46 3.41
F 0.18 4.87 5.26
C 0.06 3.54 5.40
F 1.07 3.12 6.17
F -1.08 3.32 6.07
C 0.04 2.85 4.06
C 1.11 2.07 3.65
C 1.06 1.45 2.42
C -0.04 1.61 1.58
C -1.10 2.41 2.00
C -1.06 3.03 3.24
P -0.06 0.65 0.03
C 1.45 1.17 -0.83
C 2.08 0.27 -1.68
C 3.22 0.65 -2.38
C 3.72 1.93 -2.23
C 3.09 2.84 -1.38
C 1.95 2.47 -0.69
C 4.93 2.37 -3.00
F 4.58 3.10 -4.07
F 5.65 1.33 -3.44
F 5.74 3.13 -2.25
C -1.45 1.29 -0.94
C -1.31 2.24 -1.94
C -2.43 2.69 -2.63
C -3.68 2.20 -2.31
C -3.84 1.26 -1.30
C -2.72 0.80 -0.63
C -4.90 2.73 -3.03
F -5.42 3.78 -2.38
F -5.86 1.80 -3.11
F -4.61 3.12 -4.27
H 1.97 1.95 4.30
H 1.90 0.84 2.09
H -1.97 2.56 1.36
H -1.88 3.65 3.56
H 1.69 -0.74 -1.79
H 3.72 -0.05 -3.03
H 3.49 3.84 -1.27
H 1.47 3.18 -0.02
H -0.33 2.61 -2.21
H -2.32 3.43 -3.42
H -4.83 0.89 -1.06
H -2.84 0.07 0.17
*
```

---

Entry 5:
The following is a DFT calculation (the ωB97M-V functional and the def2-TZVPD basis) of a structure of composition C33H22Cl2F6N6O9PS2Tl.

HOMO, eV: -8.2
E_LUMO, Eh: -0.0434
Orbital gap, eV: 7.062
E_tot, eV: -138946.55718

The geometry in ORCA input format:
```
! wB97M-V def2-TZVPD RIJCOSX def2/J DEFGRID3
* xyz 0 1
Tl -0.67 0.84 0.32
O 2.67 3.66 1.86
C 2.00 2.55 1.98
O 0.86 2.48 1.59
C 2.82 1.40 2.48
C 4.17 1.34 2.21
C 4.77 0.09 2.54
C 4.06 -1.01 2.98
C 2.70 -0.79 3.23
N 2.13 0.39 3.03
C 1.67 -1.82 3.66
O 1.57 -2.88 2.92
O 0.81 -1.66 4.47
H 2.16 4.26 1.31
H 4.75 2.14 1.88
H 5.86 0.00 2.37
H 4.57 -1.91 3.27
H 2.07 -2.87 2.08
Cl -5.37 2.59 -0.81
C -4.79 2.17 0.70
C -5.72 2.13 1.79
C -5.36 1.64 3.01
Cl -6.52 1.56 4.29
C -3.98 1.32 3.22
C -3.44 0.97 4.44
C -2.07 0.74 4.57
C -1.23 0.86 3.50
N -1.72 1.17 2.32
C -3.05 1.41 2.16
C -3.46 1.82 0.83
O -2.67 1.83 -0.21
H -6.74 2.45 1.69
H -4.11 0.82 5.23
H -1.71 0.33 5.52
H -0.19 0.66 3.56
F 1.20 5.00 -3.39
C 0.37 3.97 -3.20
F 0.28 3.26 -4.31
F -0.85 4.46 -2.93
S 1.06 2.93 -1.81
O -0.10 2.32 -1.15
O 1.86 3.85 -1.03
N 1.90 1.80 -2.43
S 3.21 1.96 -3.31
O 3.22 3.10 -4.19
O 3.45 0.67 -3.86
C 4.66 2.24 -2.24
F 4.61 1.41 -1.15
F 4.81 3.45 -1.74
F 5.72 1.89 -2.96
C -3.53 -1.02 -0.60
P -1.75 -1.20 -0.81
C -1.49 -1.19 -2.64
C -2.16 -2.10 -3.42
C -1.86 -2.25 -4.81
C -0.82 -1.48 -5.34
C -0.21 -0.54 -4.54
C -0.47 -0.39 -3.23
C -1.22 -2.84 -0.19
C -0.36 -3.64 -0.97
C 0.34 -4.68 -0.40
C 0.07 -5.04 0.91
C -0.83 -4.29 1.68
C -1.54 -3.23 1.12
H -3.98 -1.83 -1.13
H -3.74 -0.05 -1.15
H -3.75 -0.87 0.49
H -2.96 -2.65 -2.94
H -2.49 -2.89 -5.40
H -0.54 -1.56 -6.36
H 0.43 0.14 -5.01
H 0.06 0.34 -2.65
H -0.20 -3.39 -2.07
H 1.08 -5.23 -1.02
H 0.50 -5.96 1.34
H -1.07 -4.58 2.64
H -2.18 -2.70 1.76
N 1.44 -0.08 0.25
C 2.13 -0.73 -0.40
N 3.03 -1.36 -1.03
C 2.90 -2.43 -1.80
N 2.86 -3.29 -2.55
*
```

---

Entry 6:
The following is a DFT calculation (the ωB97M-V functional and the def2-TZVPD basis) of a structure of composition C33H23BrN4NiO6.

HOMO, eV: -2.2
E_LUMO, Eh: 0.1582
Orbital gap, eV: 6.503
E_tot, eV: -163925.42138

The geometry in ORCA input format:
```
! wB97M-V def2-TZVPD RIJCOSX def2/J DEFGRID3
* xyz -2 1
Ni -0.40 0.52 -0.66
C 2.67 -4.40 -1.81
O 4.04 -4.26 -1.42
C 4.28 -3.60 -0.25
C 5.61 -3.30 0.02
C 5.93 -2.58 1.16
C 4.93 -2.13 2.03
C 3.62 -2.52 1.79
C 3.28 -3.24 0.65
N 5.35 -1.36 3.16
N 4.71 -0.37 3.57
C 3.58 0.16 2.90
C 2.50 0.45 3.72
C 1.22 0.68 3.24
C 0.94 0.62 1.85
O -0.22 0.67 1.36
C 2.11 0.50 0.98
N 1.84 0.55 -0.34
C 2.82 0.45 -1.20
C 4.16 0.34 -0.80
C 4.45 0.27 0.54
C 3.41 0.30 1.48
H 2.69 -4.80 -2.82
H 2.15 -3.44 -1.80
H 2.14 -5.09 -1.15
H 6.37 -3.61 -0.68
H 6.96 -2.31 1.37
H 2.83 -2.21 2.46
H 2.24 -3.45 0.45
H 2.68 0.41 4.79
H 0.39 0.84 3.92
H 2.55 0.46 -2.25
H 4.95 0.30 -1.54
H 5.48 0.19 0.87
O -1.14 0.17 -3.40
C -1.02 0.29 -2.28
N -0.97 7.87 -0.95
C -0.88 6.72 -0.93
C -0.78 5.29 -0.91
C 0.15 4.65 -1.73
C 0.25 3.26 -1.70
C -0.55 2.47 -0.86
C -1.48 3.15 -0.06
C -1.60 4.53 -0.07
H 0.79 5.24 -2.38
H 0.98 2.79 -2.34
H -2.14 2.56 0.57
H -2.33 5.03 0.55
Br -6.04 -0.85 -3.47
C -6.69 -0.24 -1.78
C -8.07 -0.29 -1.64
C -8.67 0.12 -0.46
C -7.87 0.57 0.58
C -6.50 0.61 0.42
C -5.86 0.22 -0.76
C -4.30 0.34 -0.78
O -3.75 0.13 -1.87
O -3.80 0.65 0.32
H -8.67 -0.65 -2.46
H -9.75 0.07 -0.36
H -8.32 0.89 1.52
H -5.84 0.95 1.21
C -1.62 -1.92 0.31
C -0.43 -1.40 -0.46
O 0.42 -2.17 -0.86
H -1.43 -2.93 0.68
H -2.47 -1.92 -0.38
H -1.89 -1.24 1.12
*
```

---

Entry 7:
The following is a DFT calculation (the ωB97M-V functional and the def2-TZVPD basis) of a structure of composition C33H24N7O6RuTe.

HOMO (alpha / beta), eV: -14.0 / -13.8
E_LUMO (alpha / beta), Eh: -0.2420 / -0.3078
Orbital gap (alpha / beta), eV: 7.434 / 5.470
E_tot, eV: -67181.07052

The geometry in ORCA input format:
```
! wB97M-V def2-TZVPD RIJCOSX def2/J DEFGRID3
* xyz 2 2
Ru -0.13 1.96 -0.44
N 4.04 1.18 -1.47
C 2.73 1.11 -1.44
N 1.97 1.83 -0.64
C 2.59 2.80 0.19
N 1.88 3.65 0.86
N 0.53 3.48 0.60
C -0.33 4.28 1.08
C -1.69 4.09 0.60
C -2.76 4.89 0.95
C -3.98 4.69 0.34
C -4.11 3.71 -0.63
C -3.01 2.92 -0.93
N -1.83 3.09 -0.31
C 4.04 2.85 0.24
C 4.73 3.72 1.09
C 6.10 3.74 1.08
C 6.81 2.90 0.22
C 6.15 2.04 -0.63
C 4.76 2.02 -0.61
H 4.55 0.60 -2.13
H 2.25 0.41 -2.11
H -0.02 5.08 1.75
H -2.61 5.67 1.69
H -4.83 5.30 0.60
H -5.04 3.54 -1.15
H -3.05 2.13 -1.66
H 4.16 4.37 1.75
H 6.64 4.42 1.73
H 7.89 2.92 0.21
H 6.69 1.38 -1.30
O -1.14 0.16 -1.12
C -1.78 0.08 -0.03
O -1.30 0.63 1.01
C -3.07 -0.65 0.01
C -3.54 -1.27 -1.14
C -4.73 -1.98 -1.07
C -5.47 -2.07 0.09
C -4.97 -1.44 1.21
C -3.79 -0.73 1.20
N -5.72 -1.54 2.48
O -5.27 -0.94 3.43
O -6.71 -2.23 2.48
N -5.21 -2.67 -2.29
O -4.47 -2.67 -3.24
O -6.32 -3.14 -2.24
H -2.99 -1.23 -2.07
H -6.40 -2.62 0.12
H -3.43 -0.25 2.10
Te 1.02 -1.09 0.87
C -0.34 -2.64 0.53
C -0.87 -3.24 1.67
C -1.73 -4.32 1.51
C -2.07 -4.75 0.23
C -1.56 -4.11 -0.89
C -0.69 -3.05 -0.75
C 2.74 -1.94 0.02
C 2.76 -2.59 -1.21
C 3.95 -3.17 -1.64
C 5.09 -3.11 -0.84
C 5.06 -2.45 0.38
C 3.88 -1.85 0.81
H -0.61 -2.89 2.66
H -2.14 -4.81 2.38
H -2.74 -5.59 0.12
H -1.85 -4.44 -1.88
H -0.33 -2.52 -1.63
H 1.88 -2.65 -1.83
H 3.98 -3.68 -2.59
H 6.00 -3.59 -1.18
H 5.94 -2.42 1.00
H 3.86 -1.33 1.77
*
```

---

Q: Which formula does entry 6 have?
A: C33H23BrN4NiO6